Record 1
114
Properties=species:S:1:pos:R:3 method="wB97M-V/def2-TZVPD" e_tot_ha=-7088.3193 s_squared=2.03 de_lowest_kj_mol=36.39 lumo_energy_ev="0.2 / 0.2" spin_multiplicity=3 total_charge=0 orbital_gap_ev="4.99 / 8.40" homo_ev="-4.799 / -8.215"
Ti -1.53078 -0.58117 -1.99897
Cl 1.07436 -0.51902 -5.54179
C -0.62672 -0.10166 -5.50777
Cl -1.02473 0.94517 -4.09138
H -1.21824 -1.00695 -5.42271
H -0.86729 0.50337 -6.37273
C -2.95514 -1.36507 0.67369
N -2.37831 -2.03124 -0.50113
C -1.37615 -3.01293 -0.05138
C -3.45709 -2.72531 -1.25859
C -4.27439 -1.72999 -2.04082
C -5.65506 -1.86907 -2.13455
C -6.39479 -0.96762 -2.88643
C -5.74621 0.07539 -3.53308
C -4.36680 0.21165 -3.41880
C -3.59122 -0.68398 -2.68054
H -3.38278 -2.10702 1.35802
H -3.74336 -0.68537 0.35219
H -2.17664 -0.80278 1.19163
H -1.83775 -3.73447 0.63189
H -0.56694 -2.49178 0.46078
H -0.97263 -3.54390 -0.91138
H -4.07615 -3.29996 -0.55752
H -2.98005 -3.42496 -1.94512
H -6.15408 -2.68690 -1.62462
H -7.46890 -1.07844 -2.96841
H -6.31597 0.78163 -4.12599
H -3.89014 1.04137 -3.93427
O -1.29889 -3.26401 -5.61786
S -1.10843 -3.61475 -4.22565
O -2.07983 -4.54037 -3.68396
N -0.97660 -2.27361 -3.32551
C 0.28156 -2.19990 -2.75709
O 0.39266 -1.16336 -1.94299
C 1.16917 -3.23834 -3.05009
C 2.49459 -3.51345 -2.63711
C 3.10227 -4.65889 -3.09237
C 2.44597 -5.56386 -3.95071
C 1.14164 -5.31070 -4.36184
C 0.52829 -4.16164 -3.91590
H 3.01382 -2.82914 -1.97713
H 4.11767 -4.87586 -2.78278
H 2.95794 -6.45552 -4.28510
H 0.61938 -5.99934 -5.01412
N -2.13320 1.12650 -0.98667
C -2.65847 2.03945 -0.50627
N -3.22675 3.08343 0.01524
C -4.14496 2.97853 1.15769
C -3.54127 3.68020 2.36566
C -3.12990 5.11036 2.01947
C -2.16551 5.12438 0.83435
C -2.79587 4.43782 -0.36858
H -4.33655 1.92343 1.34546
H -5.08938 3.44457 0.86136
H -2.65944 3.12115 2.69174
H -4.26288 3.66755 3.18428
H -2.66876 5.58660 2.88529
H -4.02032 5.69775 1.76928
H -1.24598 4.59347 1.10508
H -1.88813 6.14493 0.56496
H -2.11069 4.35038 -1.20985
H -3.68388 4.97938 -0.70842
C 2.42888 0.02947 0.35017
C 2.37140 -1.25086 1.17950
As 1.96285 -1.04766 3.09933
C 2.75436 -2.73737 3.68798
C 3.35433 -2.80450 4.94308
C 3.87665 -3.99985 5.41274
C 3.79747 -5.14861 4.63630
C 3.19178 -5.09354 3.39099
C 2.67186 -3.89406 2.91914
C 3.44577 0.12174 3.58558
C 4.75342 -0.09011 3.15360
C 5.76456 0.78020 3.52747
C 5.48061 1.86867 4.34527
C 4.18459 2.08277 4.78472
C 3.17042 1.21102 4.40229
P 0.79121 0.83350 0.11731
C 1.13802 1.95243 -1.29972
C 1.92976 1.56271 -2.37810
C 2.11345 2.40398 -3.46820
C 1.49570 3.64256 -3.51270
C 0.68385 4.03585 -2.45655
C 0.51033 3.19877 -1.36638
C 0.70737 2.07192 1.47546
C -0.32144 1.95998 2.40616
C -0.46928 2.89401 3.42628
C 0.40858 3.96253 3.51719
C 1.44508 4.08566 2.59753
C 1.59313 3.14634 1.59090
H 2.73850 -0.27052 -0.65215
H 3.16381 0.74705 0.72508
H 3.31726 -1.78894 1.08701
H 1.59365 -1.90228 0.77219
H 3.43031 -1.91385 5.55731
H 4.34899 -4.03526 6.38639
H 4.20716 -6.08104 5.00252
H 3.12292 -5.98401 2.77897
H 2.20245 -3.87750 1.94275
H 4.98739 -0.94413 2.52765
H 6.77785 0.60974 3.18597
H 6.27310 2.54520 4.63918
H 3.95727 2.92829 5.42226
H 2.15413 1.38988 4.73398
H 2.38716 0.58364 -2.39817
H 2.73052 2.07506 -4.29421
H 1.63890 4.29481 -4.36446
H 0.19663 5.00398 -2.47598
H -0.09820 3.53388 -0.53407
H -1.01537 1.12948 2.33192
H -1.26894 2.78178 4.14840
H 0.29383 4.69465 4.30702
H 2.14181 4.91133 2.66912
H 2.39888 3.25503 0.87383

Record 2
119
Properties=species:S:1:pos:R:3 method="wB97M-V/def2-TZVPD" e_tot_ha=-3869.0008 lumo_energy_ev=-1.9 smiles="CCCCCCCCCCCc1c(CCOCC)c(Cl)c(B(O)OC)c2c1C(=O)N(N=C=S)C2=O.O=C1C=CC(=O)C=C1.O=C1C=CC(=O)C=C1.O=C1C=CC(=O)C=C1.O=C1C=CC(=O)C=C1" total_charge=0 orbital_gap_ev=7.52 homo_ev=-9.452
C 9.57974 -3.82316 1.30158
C 9.08124 -2.66606 0.29283
C 9.92105 -1.35639 0.54671
C 9.23151 -0.54134 1.70270
C 7.88092 0.16519 1.24963
C 7.12984 0.60042 2.55918
C 5.89744 1.55210 2.33619
C 5.10511 1.30942 0.99868
C 3.94368 2.40467 0.94110
C 2.57936 1.83865 0.42607
C 1.91712 0.80204 1.42985
C 0.61614 0.23384 0.81445
C -0.72749 0.46051 1.33674
C -0.87518 1.30388 2.64339
C -0.72859 0.29046 3.87392
O -1.88237 0.20638 4.70122
C -2.69970 -0.92546 4.37605
C -2.60019 -2.11386 5.40759
C -1.92773 -0.08914 0.67473
Cl -3.50606 0.29898 1.38810
C -1.81927 -0.91467 -0.53766
B -3.08158 -1.55926 -1.27765
O -3.02956 -2.72091 -2.07233
O -4.38112 -0.99332 -1.13530
C -5.06226 -1.92756 -0.25106
C -0.47194 -1.11406 -1.03625
C 0.72676 -0.57932 -0.37983
C 1.95920 -1.04814 -1.18657
O 3.07853 -0.95637 -0.77209
N 1.49360 -1.62364 -2.42122
N 1.91903 -0.95755 -3.58412
C 3.10495 -1.24549 -3.86391
S 4.69694 -1.33863 -3.73369
C 0.06985 -1.86356 -2.27270
O -0.44417 -2.58356 -3.07575
H 9.09055 -4.78615 1.02856
H 9.25093 -3.48744 2.31744
H 10.69048 -3.88465 1.25515
H 9.11403 -2.98259 -0.77191
H 8.00645 -2.49441 0.57361
H 10.09614 -0.74102 -0.37063
H 10.92098 -1.69806 0.93628
H 8.92270 -1.29316 2.48192
H 9.89215 0.22402 2.18016
H 7.23169 -0.52645 0.65895
H 8.13580 1.02535 0.57812
H 6.89620 -0.32217 3.14900
H 7.87782 1.17830 3.17459
H 6.15218 2.64113 2.39602
H 5.17049 1.33394 3.16993
H 4.63286 0.29313 1.02754
H 5.75054 1.33848 0.08398
H 4.32298 3.21717 0.26532
H 3.85762 2.85917 1.95864
H 2.72181 1.41125 -0.59496
H 1.89396 2.72345 0.28832
H 2.62090 -0.05300 1.61467
H 1.77243 1.35445 2.38738
H -1.81939 1.89260 2.66992
H -0.03197 2.03116 2.75954
H 0.13006 0.60908 4.52492
H -0.45040 -0.71480 3.46745
H -3.76751 -0.59000 4.31884
H -2.48027 -1.35727 3.36225
H -2.24143 -1.81803 6.41764
H -3.62639 -2.56582 5.48297
H -1.96423 -2.90995 4.93150
H -2.49572 -3.37316 -1.58650
H -5.82188 -1.42051 0.38533
H -5.49814 -2.79095 -0.82082
H -4.30891 -2.39546 0.45248
C -8.42574 1.11385 5.87412
C -7.67096 0.02575 5.73569
C -6.56728 -0.02392 4.74763
O -5.88172 -1.02053 4.62128
C -6.33525 1.18279 3.92330
C -7.08962 2.26964 4.06022
C -8.19283 2.32101 5.04638
O -8.88100 3.31355 5.17268
H -9.23686 1.16792 6.58952
H -7.82630 -0.86527 6.33116
H -5.52711 1.14245 3.20331
H -6.93552 3.15286 3.47116
C 11.57314 -5.83089 -2.79138
C 11.48153 -6.32366 -4.02501
C 10.75199 -5.59753 -5.09017
O 10.66632 -6.04664 -6.21394
C 10.12996 -4.30184 -4.73060
C 10.22168 -3.80919 -3.49701
C 10.95136 -4.53555 -2.43188
O 11.03689 -4.08589 -1.30741
H 12.10144 -6.34774 -2.00018
H 11.93046 -7.26822 -4.30525
H 9.60164 -3.78494 -5.52176
H 9.77266 -2.86430 -3.21697
C -8.23080 3.68499 -0.07170
C -8.48462 3.83388 -1.36998
C -7.63151 3.19281 -2.39700
O -7.86298 3.33088 -3.58163
C -6.48745 2.37945 -1.92654
C -6.23358 2.23074 -0.62827
C -7.08683 2.87200 0.39864
O -6.85685 2.73432 1.58658
H -8.84251 4.14613 0.69373
H -9.31683 4.42428 -1.73297
H -5.87577 1.91779 -2.69145
H -5.40071 1.63955 -0.26663
C -9.80459 3.86710 -5.72214
C -10.25115 2.90362 -6.52784
C -11.36989 3.14285 -7.46723
O -11.77862 2.26500 -8.20029
C -11.97429 4.49581 -7.47931
C -11.52973 5.45924 -6.67527
C -10.40989 5.21906 -5.73516
O -10.00352 6.09914 -5.00253
H -8.98506 3.70957 -5.02540
H -9.82116 1.90974 -6.53315
H -12.79069 4.65274 -8.17305
H -11.96025 6.45297 -6.67040

Record 3
116
Properties=species:S:1:pos:R:3 method="wB97M-V/def2-TZVPD" e_tot_ha=-5152.8049 de_lowest_kj_mol=3021.17 lumo_energy_ev=-3.9 total_charge=+1 orbital_gap_ev=4.71 homo_ev=-8.587
Ta -0.38714 0.21685 -1.89181
Cl -0.22361 -2.21235 2.77189
C 0.25752 -2.23089 1.44886
C 1.15493 -2.66067 0.52564
C 1.49835 -2.79360 -0.80807
Cl 0.75532 -2.01163 -2.17341
C 2.55467 -3.69592 -0.94546
Cl 3.29355 -4.12903 -2.42580
C 2.87460 -4.22523 0.32367
Cl 4.08078 -5.39828 0.63259
C 2.04174 -3.63844 1.25465
Cl 1.87787 -4.07381 3.02395
C 7.90260 -1.13049 5.75505
O 6.61163 -1.48005 5.28006
C 5.63586 -0.55797 5.32541
C 4.40766 -0.94462 4.76836
C 3.36655 -0.05435 4.69429
C 3.50689 1.23833 5.22535
C 4.69135 1.58475 5.86258
C 5.76972 0.71383 5.87587
N 2.50049 2.22833 5.21996
N 1.59359 2.29190 4.38316
C 1.57814 1.72472 3.09780
C 2.68790 1.63549 2.27536
C 2.56998 1.27476 0.92537
C 1.34667 0.96034 0.40772
O 1.11875 0.56600 -0.86452
C 0.20080 1.02419 1.21937
N -0.97104 0.63274 0.65077
C -2.01495 0.55836 1.44244
C -2.08093 1.22189 2.68752
C -0.92561 1.70911 3.22255
C 0.29534 1.47979 2.54116
H 8.51133 -2.02102 5.63347
H 7.87792 -0.84909 6.80977
H 8.32988 -0.31525 5.16647
H 4.31068 -1.95000 4.37994
H 2.42898 -0.35995 4.24398
H 4.77063 2.57726 6.28605
H 6.70060 1.03484 6.31959
H 3.66291 1.87097 2.67782
H 3.44600 1.20450 0.29363
H -2.90652 0.10266 1.02923
H -3.02784 1.30387 3.20083
H -0.90801 2.24746 4.16083
C 2.03304 3.86439 -7.70773
C 2.58994 4.24968 -6.49763
C 2.31255 3.53127 -5.34718
C 1.48019 2.40914 -5.37776
C 0.93433 2.02645 -6.60791
C 1.21385 2.74404 -7.75825
C 1.12861 1.77945 -4.09493
C 0.47906 0.63239 -3.84404
C 0.18502 -0.43352 -4.82222
C 1.23305 -1.06163 -5.50444
C 0.96957 -2.03459 -6.44988
C -0.34460 -2.40425 -6.72522
C -1.38754 -1.81394 -6.03216
C -1.12703 -0.83701 -5.07910
H 2.22657 4.43485 -8.60603
H 3.23676 5.11570 -6.45537
H 2.75395 3.84106 -4.40695
H 0.27134 1.17718 -6.67317
H 0.78306 2.42858 -8.69916
H 1.38521 2.40396 -3.23954
H 2.25030 -0.75246 -5.29966
H 1.78916 -2.48913 -6.99016
H -0.55483 -3.14476 -7.48473
H -2.40851 -2.10592 -6.23911
H -1.95247 -0.35495 -4.55981
C -0.06124 -2.19818 5.60653
C -0.19214 -1.97615 4.17563
C -1.31961 -3.21800 2.67001
C -1.78785 -3.99693 1.42577
N -1.84229 -3.23175 0.13303
C -2.75973 -2.39788 -0.28720
S -2.51941 -1.52246 -1.81728
N -3.90648 -2.27544 0.35779
C -4.99625 -1.37979 -0.04063
C -5.96211 -1.10372 1.11336
C -6.50440 0.32836 1.04657
C -5.50424 1.35581 1.56796
H 0.66397 -1.55828 6.10927
H 0.29715 -3.23643 5.67736
H -1.02777 -2.13398 6.11115
H 0.49308 -1.26038 2.79599
H -1.03797 -1.22241 2.54691
H -1.92598 -3.61595 3.48869
H 0.63165 -2.97709 2.95314
H -2.73457 -4.50945 1.59828
H -1.01573 -4.76071 1.28868
H -1.10686 -3.43147 -0.52735
H -4.07339 -2.87797 1.15204
H -5.52737 -1.82162 -0.88578
H -4.54804 -0.45121 -0.39522
H -5.45605 -1.25402 2.07246
H -6.79224 -1.80936 1.06166
H -7.41473 0.39469 1.64281
H -6.77018 0.55854 0.01118
H -5.29732 1.18352 2.62578
H -5.89525 2.36673 1.45771
H -4.55334 1.30918 1.03103
C -2.12817 3.49355 -0.69519
C -2.23293 2.86081 -2.07980
C -3.68130 2.58384 -2.45931
C -1.57794 3.78052 -3.10776
O -1.52472 1.61660 -2.06052
H -2.55427 4.49481 -0.71416
H -1.07900 3.55721 -0.39989
H -2.65460 2.89279 0.04690
H -4.26574 3.50062 -2.41443
H -4.11399 1.85190 -1.77453
H -3.72562 2.18069 -3.47178
H -2.17618 4.68467 -3.20660
H -1.51107 3.29046 -4.07955
H -0.57492 4.05904 -2.78252

Record 4
116
Properties=species:S:1:pos:R:3 method="wB97M-V/def2-TZVPD" e_tot_ha=-3859.4185 s_squared=3.86 lumo_energy_ev="1.9 / 1.9" spin_multiplicity=4 total_charge=-1 orbital_gap_ev="4.34 / 6.13" homo_ev="-2.477 / -4.258"
Re -0.51988 -0.40922 -0.55772
I 2.37426 0.10658 1.60937
C 4.42178 -0.23331 1.13490
C 5.24029 -0.21406 2.23927
C 6.62787 -0.33034 2.11407
C 7.17766 -0.39383 0.86766
C 6.36674 -0.40154 -0.28781
C 7.00145 -0.42348 -1.54322
C 6.26519 -0.51823 -2.68925
C 4.87921 -0.61802 -2.60238
C 4.18646 -0.56544 -1.40281
P 2.33214 -0.77909 -1.62436
C 2.19770 0.70176 -2.71467
C 2.34017 0.73418 -4.10016
C 2.33195 1.94601 -4.77328
C 2.21203 3.13645 -4.07542
C 2.10021 3.11808 -2.69450
C 2.07221 1.90701 -2.02303
C 2.37470 -2.23490 -2.74735
C 1.55775 -2.37326 -3.86695
C 1.56922 -3.54495 -4.61188
C 2.37538 -4.60683 -4.23633
C 3.17470 -4.49157 -3.10676
C 3.17113 -3.31929 -2.37081
C 4.92708 -0.39765 -0.18904
H 4.79520 -0.09977 3.21762
H 7.25001 -0.34738 2.99956
H 8.25224 -0.44056 0.73812
H 8.08311 -0.37421 -1.57822
H 6.74932 -0.54060 -3.65741
H 4.32556 -0.75513 -3.51774
H 2.43459 -0.17902 -4.67193
H 2.42109 1.95401 -5.85292
H 2.18074 4.07769 -4.60924
H 2.00399 4.04226 -2.14402
H 1.93629 1.89767 -0.94667
H 0.90097 -1.56817 -4.16835
H 0.93983 -3.62363 -5.48990
H 2.38034 -5.52369 -4.81217
H 3.80258 -5.31695 -2.79499
H 3.80473 -3.24138 -1.49479
C 0.20290 5.15831 7.08568
C -0.95749 5.10254 6.12726
C -0.76565 5.19686 4.75498
C -1.82422 5.09705 3.86573
C -3.11411 4.87908 4.33895
N -4.23129 4.74972 3.49284
C -4.30779 4.47772 2.13336
O -5.22045 4.94572 1.47540
N -3.35235 3.66995 1.57678
C -2.54992 2.67698 2.16457
C -2.88274 1.96939 3.31315
C -2.01266 0.98527 3.75854
C -0.88721 0.68308 3.01393
N -0.59386 1.31577 1.87644
C -1.37855 2.31790 1.50260
C -3.32177 4.82370 5.71598
C -2.25744 4.93187 6.59320
H 1.12686 5.40309 6.56403
H 0.33330 4.18988 7.57295
H 0.03522 5.90270 7.86583
H 0.23242 5.35706 4.36479
H -1.64760 5.19366 2.80401
H -5.08473 5.15661 3.83648
H -3.35344 3.67354 0.56185
H -3.80199 2.17621 3.84344
H -2.23603 0.42355 4.65536
H -0.20427 -0.09722 3.32310
H -1.06868 2.88345 0.63483
H -4.32780 4.68355 6.09546
H -2.43683 4.87405 7.66095
C -0.61575 -1.58223 0.87565
C -0.81575 -2.35662 2.02051
C 0.21054 -3.18810 2.54380
C -0.01604 -3.98782 3.64330
C -1.26241 -4.01366 4.26666
C -2.27534 -3.18404 3.78856
C -2.06095 -2.35528 2.70733
H 1.17568 -3.18486 2.05163
H 0.78241 -4.61239 4.02814
H -1.43965 -4.66115 5.11641
H -3.24964 -3.20141 4.26482
H -2.84419 -1.69439 2.36037
C -0.89956 -4.47107 -0.35467
Si -2.17212 -3.42060 -1.29369
C -2.81726 -4.62718 -2.62364
C -3.69038 -2.88864 -0.29245
C -1.29917 -1.90623 -2.01199
Si -2.27321 -0.95627 -3.32604
C -3.69117 -0.03239 -2.46510
C -1.25442 0.22598 -4.40176
C -3.03223 -2.11131 -4.63927
H -1.26360 -4.78240 0.62633
H 0.00827 -3.88942 -0.19920
H -0.63765 -5.36947 -0.92058
H -2.98286 -5.60972 -2.17317
H -2.09344 -4.75185 -3.43314
H -3.75987 -4.30618 -3.06876
H -3.91124 -3.58833 0.51673
H -4.57458 -2.82010 -0.93081
H -3.51742 -1.90681 0.14883
H -0.39923 -2.32635 -2.47518
H -3.47825 0.11801 -1.40424
H -4.62319 -0.59744 -2.53982
H -3.84930 0.95429 -2.90443
H -0.44685 0.71129 -3.85944
H -1.90024 1.02437 -4.77118
H -0.82197 -0.28467 -5.26752
H -3.92456 -2.61377 -4.26234
H -2.32573 -2.88021 -4.95995
H -3.32311 -1.53434 -5.52174
F -2.82901 2.78846 -1.09967
B -1.56968 2.86266 -1.70637
F -0.92007 1.54752 -1.46516
F -0.79134 3.82493 -1.06580
F -1.65434 3.08200 -3.05894